The following is a DFT calculation (wB97M-V/def2-TZVPD) of a single C4H5NO3 molecule at a distorted geometry.

Energy in a.u.: -435.785147
SMILES: O=C1NOC2(CC2)O1
HOMO energy in eV: -9.78
Kohn-Sham gap in eV: 10.58
Relative energy (zero: lowest compared OMol25 entry of this formula, charge and spin) in eV: 3.683
LUMO in eV: 0.81

```
! RIJCOSX wB97M-V def2-TZVPD def2/J DEFGRID3
* xyz 0 1
O -3.0096 -0.7110 0.1152
C -1.9044 -0.2354 -0.1650
N -1.5359 1.0205 0.2059
O -0.2848 1.2665 -0.2929
C 0.2295 -0.0373 -0.2649
C 1.7119 -0.1872 -0.5231
C 1.0819 -0.4814 0.9334
O -0.8419 -0.7579 -0.8054
H -2.1593 1.8084 -0.1217
H 2.0354 -0.9742 -1.1551
H 2.2285 0.6935 -0.6751
H 1.2811 0.2347 1.6826
H 1.1676 -1.6392 1.0660
*
```

The following is a DFT calculation (wB97M-V/def2-TZVPD) of a single C4H5NO3 molecule at a distorted geometry.

Energy in a.u.: -435.893515
SMILES: C=C(NC=O)C(=O)O
HOMO energy in eV: -9.58
Kohn-Sham gap in eV: 9.65
Relative energy (zero: lowest compared OMol25 entry of this formula, charge and spin) in eV: 0.734
LUMO in eV: 0.08

```
! RIJCOSX wB97M-V def2-TZVPD def2/J DEFGRID3
* xyz 0 1
C -1.1289 -0.9127 1.2426
C -0.4683 -0.3114 0.2281
N 0.8410 0.0468 0.5978
C 1.8329 0.7508 -0.0505
O 1.8136 1.0036 -1.2309
C -1.1331 -0.0825 -1.0974
O -2.2901 -0.4724 -1.1930
O -0.5839 0.5843 -2.0820
H -2.1984 -1.1108 1.0563
H -0.7660 -1.0493 2.2624
H 1.0436 -0.2137 1.5715
H 2.6836 0.9850 0.6199
H 0.3540 0.7823 -1.9248
*
```

The following is a DFT calculation (wB97M-V/def2-TZVPD) of 2 unconnected molecules or ions with the total composition C4H5NO5 at a distorted geometry.

Energy in a.u.: -586.284064
SMILES: CC(=O)C[N+](=O)[O-].O=C=O
HOMO energy in eV: -10.36
Kohn-Sham gap in eV: 10.07
Relative energy (zero: lowest compared OMol25 entry of this formula, charge and spin) in eV: 3.097
LUMO in eV: -0.29

```
! RIJCOSX wB97M-V def2-TZVPD def2/J DEFGRID3
* xyz 0 1
C -0.9805 0.0808 0.1541
C 0.0185 0.6001 -0.8398
O -0.1322 1.5096 -1.6139
C 1.4566 -0.0317 -0.6309
N 1.5509 -1.4530 -1.0381
O 2.5535 -1.6793 -1.6961
O 0.7441 -2.1927 -0.5048
H -2.0382 0.4285 -0.1058
H -0.7537 0.3022 1.1161
H -0.9723 -0.9472 0.0303
H 1.6875 0.0700 0.3575
H 2.1905 0.5049 -1.3856
O 5.2637 -2.5144 0.3995
C 4.4693 -1.7879 0.8212
O 3.6668 -1.0538 1.1701
*
```

The following is a DFT calculation (wB97M-V/def2-TZVPD) of a molecular structure, C4H5NO5 at a distorted geometry.

Energy in a.u.: -586.227053
HOMO energy in eV: -10.18
Kohn-Sham gap in eV: 10.28
Relative energy (zero: lowest compared OMol25 entry of this formula, charge and spin) in eV: 4.648
LUMO in eV: 0.11

```
! RIJCOSX wB97M-V def2-TZVPD def2/J DEFGRID3
* xyz 0 1
C -1.2918 -1.9309 0.6660
C -0.7614 -0.5141 0.6367
C 1.1974 0.5008 -0.6067
C 0.6711 2.0114 -0.4065
H -2.9564 -2.9769 1.3185
H -0.7157 -0.3921 1.5124
H -1.1161 0.2022 0.2410
H 1.0268 -1.5127 0.1440
H 2.1547 1.9436 -1.4841
N 0.5587 -0.4768 0.0409
O -2.5258 -1.8677 1.1257
O -0.8569 -2.8920 0.3293
O 2.2302 0.3676 -1.0981
O 1.4692 2.8467 -0.8999
O -0.4662 2.2541 0.0735
*
```

The following is a DFT calculation (wB97M-V/def2-TZVPD) of a single C4H5NO5S molecule at a distorted geometry.

Energy in a.u.: -984.404031
SMILES: O=[SH](=O)c1cc(O)n(O)c1O
HOMO energy in eV: -8.03
Kohn-Sham gap in eV: 7.92
Relative energy (zero: lowest compared OMol25 entry of this formula, charge and spin) in eV: 0.550
LUMO in eV: -0.11

```
! RIJCOSX wB97M-V def2-TZVPD def2/J DEFGRID3
* xyz 0 1
O 0.9726 -3.4576 1.3741
S 0.9575 -2.9131 0.0512
O 1.9441 -3.4537 -0.8300
C 0.6249 -1.1568 0.1383
C -0.2041 -0.6445 1.1179
C -0.5665 0.6844 0.7090
O -1.2578 1.6703 1.3479
N 0.1297 0.9664 -0.4234
O 0.1119 2.1889 -1.0872
C 0.8548 -0.1360 -0.8736
O 1.6646 -0.1887 -1.9459
H -0.4301 -3.1542 -0.3666
H -0.7320 -1.2547 1.8776
H -1.5941 1.2881 2.1104
H -0.7556 2.6704 -0.8403
H 1.6495 0.7649 -2.1564
*
```

The following is a DFT calculation (wB97M-V/def2-TZVPD) of a single C4H5NO6S molecule at a distorted geometry.

Energy in a.u.: -1059.649875
SMILES: O=C1CCC(OS(=O)(=O)OO)=N1
HOMO energy in eV: -11.00
Kohn-Sham gap in eV: 10.86
Relative energy (zero: lowest compared OMol25 entry of this formula, charge and spin) in eV: 1.533
LUMO in eV: -0.14

```
! RIJCOSX wB97M-V def2-TZVPD def2/J DEFGRID3
* xyz 0 1
O 0.0208 -2.6145 0.3079
C -0.0746 -1.4175 0.1672
C 0.9951 -0.3444 0.2587
C 0.2106 0.9493 -0.1364
C -1.1658 0.4591 -0.1614
O -2.2015 1.2518 -0.2752
S -3.6557 0.4802 0.0181
O -4.5809 1.4505 -0.2780
O -3.5328 0.0450 1.3701
O -3.8319 -0.7024 -1.0423
O -3.5909 -1.9055 -0.3435
N -1.3346 -0.7910 -0.0091
H 1.3359 -0.0886 1.2420
H 2.0242 -0.3278 -0.2581
H 0.6496 1.2505 -1.1463
H 0.4845 1.7877 0.6735
H -2.5388 -1.9552 -0.0202
*
```

Q: Which of these has the highest Kohn-Sham gap?
A: C4H5NO6S